(1)
C18H20O5 in the gas phase. Source: the OMol25 dataset; level of theory: ωB97M-V/def2-TZVPD.

Geometry (Å):
O -2.051 3.284 -1.918
O -0.947 1.875 1.619
O 3.561 -1.027 0.578
O -2.780 -2.415 0.787
O 1.763 -1.226 -1.700
C -1.524 0.974 0.789
C 2.703 1.144 0.964
C -0.598 1.472 2.922
C 1.848 -0.093 -0.904
C -1.875 -0.309 1.172
C -3.456 -3.341 -0.031
C 2.721 -0.009 0.187
C 1.839 2.183 0.681
C 1.097 -2.299 -1.063
C -2.529 -1.175 0.294
C 1.018 0.977 -1.203
C -2.525 0.547 -1.359
C 4.441 -1.531 -0.411
C -1.380 2.694 -1.101
C -0.006 3.206 -0.696
C -2.876 -0.733 -0.979
C -1.820 1.403 -0.521
C 0.982 2.114 -0.408
H 4.972 -2.357 0.059
H 1.830 3.056 1.317
H 0.064 -2.024 -0.820
H 1.607 -2.604 -0.144
H -2.890 -3.559 -0.942
H 3.374 1.195 1.808
H 5.158 -0.760 -0.712
H -1.476 1.168 3.499
H 0.372 0.885 -2.063
H -2.772 0.902 -2.348
H -0.135 3.831 0.189
H -0.149 2.348 3.389
H 1.101 -3.123 -1.775
H -3.401 -1.369 -1.672
H -3.544 -4.249 0.564
H 0.348 3.848 -1.508
H -1.652 -0.689 2.155
H -4.456 -2.985 -0.299
H 0.133 0.658 2.904
H 3.911 -1.887 -1.297

Computed properties:
- HOMO energy: -8.4 eV
- Kohn-Sham gap: 9.13 eV
- 2S+1: 1

So, what does the Löwdin scheme give us? The charges, in e, come out as: number 1, O, carries 0.099; number 2, O, carries -0.084; number 3, O, carries -0.097; number 4, O, carries -0.077; number 5, O, carries -0.114; number 6, C, carries -0.211; number 7, C, carries 0.009; number 8, C, carries -0.067; number 9, C, carries -0.202; number 10, C, carries 0.068; number 11, C, carries -0.083; number 12, C, carries -0.219; number 13, C, carries -0.043; number 14, C, carries -0.060; number 15, C, carries -0.279; number 16, C, carries 0.057; number 17, C, carries -0.003; number 18, C, carries -0.067; number 19, C, carries -0.348; number 20, C, carries -0.054; number 21, C, carries -0.018; number 22, C, carries -0.104; number 23, C, carries -0.228; number 24, H, carries 0.093; number 25, H, carries 0.118; number 26, H, carries 0.085; number 27, H, carries 0.096; number 28, H, carries 0.095; number 29, H, carries 0.121; number 30, H, carries 0.098; number 31, H, carries 0.099; number 32, H, carries 0.141; number 33, H, carries 0.126; number 34, H, carries 0.129; number 35, H, carries 0.098; number 36, H, carries 0.095; number 37, H, carries 0.103; number 38, H, carries 0.094; number 39, H, carries 0.135; number 40, H, carries 0.119; number 41, H, carries 0.097; number 42, H, carries 0.099; number 43, H, carries 0.084

(2)
C18H21BrN2O3S2 in the gas phase. Source: the OMol25 dataset; level of theory: ωB97M-V/def2-TZVPD.

Geometry (Å):
Br -3.677 -1.224 -0.125
S 2.626 1.526 -1.292
S -0.828 -0.765 1.465
O 0.378 -0.438 2.191
O -0.234 3.918 0.968
O -0.704 -1.738 0.428
N -1.436 0.643 0.797
N 1.075 2.135 1.448
C 5.272 -2.158 -1.102
C -2.035 -1.270 2.717
C -1.609 0.680 -0.601
C -2.681 -0.233 -2.573
C -1.327 1.861 1.573
C 3.160 -1.099 -0.649
C 2.047 -0.203 -1.077
C -1.915 0.589 -3.379
C -0.102 2.754 1.288
C 3.272 1.900 0.376
C -0.867 1.518 -1.428
C -1.024 1.477 -2.802
C 4.224 -1.355 -1.508
C -2.534 -0.171 -1.200
C 3.167 -1.651 0.626
C 5.272 -2.711 0.169
C 4.219 -2.457 1.030
C 2.339 2.784 1.192
H -2.027 0.543 -4.451
H -2.221 2.471 1.403
H 6.092 -2.354 -1.777
H -3.402 -0.913 -3.002
H 2.831 3.032 2.142
H 2.340 -1.461 1.296
H -2.849 -0.557 2.738
H -0.429 2.134 -3.416
H -1.293 1.559 2.622
H 4.215 -2.885 2.022
H 1.225 -0.214 -0.362
H 4.224 -0.913 -2.494
H -1.513 -1.294 3.665
H 4.224 2.410 0.231
H -2.404 -2.252 2.452
H 2.121 3.714 0.660
H 1.089 1.176 1.784
H 6.092 -3.338 0.486
H 3.448 0.946 0.872
H 1.667 -0.473 -2.063
H -0.162 2.209 -1.000

Computed properties:
- HOMO energy: -8.4 eV
- Kohn-Sham gap: 8.71 eV
- 2S+1: 1

So, what does the Löwdin scheme give us? The charges, in e, come out as: number 1, Br, carries 0.867; number 2, S, carries 0.886; number 3, S, carries 0.604; number 4, O, carries -0.324; number 5, O, carries 0.064; number 6, O, carries -0.299; number 7, N, carries -0.204; number 8, N, carries 0.068; number 9, C, carries -0.083; number 10, C, carries -0.144; number 11, C, carries -0.297; number 12, C, carries -0.117; number 13, C, carries -0.073; number 14, C, carries -0.308; number 15, C, carries -0.410; number 16, C, carries -0.072; number 17, C, carries -0.507; number 18, C, carries -0.429; number 19, C, carries -0.021; number 20, C, carries -0.061; number 21, C, carries -0.054; number 22, C, carries -0.580; number 23, C, carries -0.048; number 24, C, carries -0.095; number 25, C, carries -0.079; number 26, C, carries -0.230; number 27, H, carries 0.107; number 28, H, carries 0.144; number 29, H, carries 0.101; number 30, H, carries 0.101; number 31, H, carries 0.125; number 32, H, carries 0.090; number 33, H, carries 0.049; number 34, H, carries 0.111; number 35, H, carries 0.129; number 36, H, carries 0.102; number 37, H, carries 0.040; number 38, H, carries 0.110; number 39, H, carries 0.064; number 40, H, carries 0.074; number 41, H, carries 0.052; number 42, H, carries 0.117; number 43, H, carries 0.091; number 44, H, carries 0.099; number 45, H, carries 0.071; number 46, H, carries 0.087; number 47, H, carries 0.081

(3)
A molecular structure, C18H21Cl7MnN3O4 at a distorted geometry. Source: the OMol25 dataset; level of theory: ωB97M-V/def2-TZVPD.

Geometry (Å):
Mn -0.755 -2.098 0.617
Cl -3.009 0.937 5.708
Cl 0.585 5.545 3.227
Cl 3.018 1.946 1.611
Cl -1.257 1.267 0.474
Cl -2.179 5.928 2.365
Cl -2.858 3.740 4.793
Cl 3.517 0.868 -1.108
O -0.530 2.254 -0.284
O -1.812 1.841 1.634
O -0.338 0.175 0.835
O -2.260 0.688 -0.397
N 0.676 -2.298 -0.881
N -3.277 -0.401 -4.401
N 0.453 -2.388 2.286
C 2.217 -2.699 -3.130
C 2.414 -3.466 -1.981
C -2.737 0.472 -3.549
C -1.512 1.091 -3.750
C 3.006 2.238 -0.154
C 0.154 -3.290 3.255
C -0.873 0.833 -4.971
C -3.767 2.235 4.720
C 0.621 -1.435 -1.896
C -0.517 5.453 1.904
C 2.171 -2.891 4.475
C 1.273 -1.663 -3.109
C -1.385 -0.074 -5.860
C 1.666 -3.211 -0.850
C -2.649 -0.619 -5.563
C 0.964 -3.552 4.362
C 2.507 -2.002 3.478
C 1.628 -1.733 2.463
H -0.050 -0.583 -1.853
H 2.856 -3.142 5.274
H -0.493 4.445 1.497
H 0.567 -4.301 5.031
H 1.804 -3.778 0.060
H -0.227 6.136 1.111
H -3.296 0.693 -2.648
H -0.855 -0.248 -6.786
H -0.760 -3.859 3.141
H 3.047 -4.341 -1.949
H -3.838 1.887 3.693
H 0.081 1.284 -5.222
H 2.022 2.587 -0.448
H -4.791 2.356 5.059
H 3.768 2.963 -0.427
H 2.811 -2.864 -4.017
H -1.221 1.815 -3.001
H 3.394 -1.400 3.622
H 1.942 -1.046 1.686
H 1.214 -0.964 -3.929
H -3.131 -1.333 -6.216

Computed properties:
- HOMO energy (spin up / spin down): -11.7 / -11.7 eV
- ⟨S²⟩: 8.75
- Kohn-Sham gap (spin up / spin down): 6.73 / 6.56 eV
- 2S+1: 6
- Charge: +1

So, what does the Löwdin scheme give us? The charges, in e, come out as: number 1, Mn, carries 1.202; number 2, Cl, carries 0.457; number 3, Cl, carries 0.540; number 4, Cl, carries 0.511; number 5, Cl, carries 0.664; number 6, Cl, carries 0.476; number 7, Cl, carries 0.514; number 8, Cl, carries 0.527; number 9, O, carries -0.325; number 10, O, carries -0.282; number 11, O, carries -0.449; number 12, O, carries -0.354; number 13, N, carries -0.073; number 14, N, carries 0.056; number 15, N, carries -0.067; number 16, C, carries -0.006; number 17, C, carries -0.028; number 18, C, carries -0.161; number 19, C, carries -0.072; number 20, C, carries -1.009; number 21, C, carries -0.100; number 22, C, carries -0.106; number 23, C, carries -1.010; number 24, C, carries -0.113; number 25, C, carries -1.048; number 26, C, carries -0.015; number 27, C, carries -0.004; number 28, C, carries -0.077; number 29, C, carries -0.114; number 30, C, carries -0.132; number 31, C, carries -0.023; number 32, C, carries -0.025; number 33, C, carries -0.111; number 34, H, carries 0.104; number 35, H, carries 0.129; number 36, H, carries 0.000; number 37, H, carries 0.121; number 38, H, carries 0.114; number 39, H, carries 0.025; number 40, H, carries 0.092; number 41, H, carries 0.102; number 42, H, carries 0.113; number 43, H, carries 0.120; number 44, H, carries 0.011; number 45, H, carries 0.106; number 46, H, carries 0.011; number 47, H, carries 0.028; number 48, H, carries 0.024; number 49, H, carries 0.123; number 50, H, carries 0.095; number 51, H, carries 0.128; number 52, H, carries 0.097; number 53, H, carries 0.109; number 54, H, carries 0.102

(4)
C18H21ClF3N3O3 in the gas phase at a distorted geometry. Source: the OMol25 dataset; level of theory: ωB97M-V/def2-TZVPD.

Geometry (Å):
Cl -6.362 0.198 1.976
F -4.889 0.397 6.200
F -6.044 1.508 4.735
F -6.301 -0.685 4.863
O 3.840 -0.576 -0.695
O -0.961 -2.912 -0.480
O 0.962 0.542 1.793
N -3.824 -0.229 1.584
N -0.427 -1.061 0.784
N -1.737 -0.422 0.814
C 0.765 -0.432 1.089
C 2.093 -3.310 -0.916
C -4.371 0.052 3.911
C -0.131 -2.147 -0.009
C 2.197 2.604 -3.470
C 0.362 0.854 -3.881
C 0.566 1.997 -1.686
C -5.417 0.333 4.940
C 2.329 0.265 -2.482
C -3.032 -0.142 4.261
C 3.305 -0.726 0.604
C 1.332 -2.246 -0.173
C 1.883 -1.178 0.503
C -4.728 -0.035 2.543
C -2.118 -0.313 3.211
C 3.380 0.611 -1.413
C 1.380 1.428 -2.876
C -2.536 -0.377 1.910
H 3.856 -1.464 1.196
H -0.038 1.256 -1.199
H -0.145 2.771 -2.042
H -2.254 -0.371 -0.048
H 3.161 -3.031 -0.970
H -2.694 -0.198 5.289
H -1.031 -0.373 3.430
H 2.844 -0.077 -3.404
H 2.867 2.288 -4.285
H 2.979 1.313 -0.686
H 3.369 0.168 1.217
H 1.203 2.435 -0.922
H 2.790 3.115 -2.677
H 1.525 3.348 -3.868
H 0.883 0.513 -4.775
H 2.022 -4.296 -0.378
H 1.710 -0.546 -2.134
H 4.297 1.060 -1.884
H -0.368 1.600 -4.198
H 1.704 -3.515 -1.875
H -0.195 0.007 -3.428

Computed properties:
- HOMO energy: -9.1 eV
- Kohn-Sham gap: 8.12 eV
- 2S+1: 1

So, what does the Löwdin scheme give us? The charges, in e, come out as: number 1, Cl, carries 0.732; number 2, F, carries 0.117; number 3, F, carries 0.128; number 4, F, carries 0.119; number 5, O, carries -0.137; number 6, O, carries 0.126; number 7, O, carries 0.122; number 8, N, carries 0.111; number 9, N, carries 0.081; number 10, N, carries 0.153; number 11, C, carries -0.380; number 12, C, carries 0.003; number 13, C, carries -0.129; number 14, C, carries -0.363; number 15, C, carries -0.054; number 16, C, carries -0.061; number 17, C, carries -0.050; number 18, C, carries -0.587; number 19, C, carries -0.127; number 20, C, carries 0.031; number 21, C, carries -0.152; number 22, C, carries -0.099; number 23, C, carries -0.049; number 24, C, carries -0.611; number 25, C, carries 0.006; number 26, C, carries -0.150; number 27, C, carries -0.587; number 28, C, carries -0.330; number 29, H, carries 0.141; number 30, H, carries 0.057; number 31, H, carries 0.097; number 32, H, carries 0.150; number 33, H, carries 0.091; number 34, H, carries 0.127; number 35, H, carries 0.119; number 36, H, carries 0.132; number 37, H, carries 0.089; number 38, H, carries 0.108; number 39, H, carries 0.124; number 40, H, carries 0.074; number 41, H, carries 0.092; number 42, H, carries 0.072; number 43, H, carries 0.081; number 44, H, carries 0.111; number 45, H, carries 0.094; number 46, H, carries 0.139; number 47, H, carries 0.081; number 48, H, carries 0.069; number 49, H, carries 0.090

2S+1 of number 1 (C18H20O5)? 1